No. 1
The following is a quantum chemistry calculation of a molecular structure, C43H63CrNO3Se, from the OMol25 dataset.

## Properties
HOMO (alpha / beta)   -9.789 / -9.804 eV
LUMO level (alpha / beta)   -3.65 / -3.33 eV
Frontier orbital gap (alpha / beta)   0.2256 / 0.2381 hartree

ORCA input file:
```
! RIJCOSX wB97M-V def2-TZVPD def2/J DEFGRID3
* xyz 1 2
Se 1.834 -0.260 -0.522
Cr 0.391 1.975 0.299
O -0.923 0.985 -0.769
O 0.002 3.365 -0.768
O 0.368 0.877 1.622
N 0.348 4.989 -2.294
C 0.367 4.255 -3.578
C -1.214 -1.029 5.345
C -1.074 3.956 -4.026
C -3.282 1.137 -2.715
C -3.809 0.296 -0.407
C -0.756 -2.812 -2.530
C -2.114 4.993 -3.547
C 4.147 2.056 0.301
C 1.275 -4.912 4.306
C 4.091 0.696 2.415
C -0.177 1.101 4.610
C 2.033 3.665 1.181
C -0.828 -0.203 4.116
C 1.386 -5.351 1.861
C 1.449 -1.115 1.173
C -2.002 -4.659 -3.747
C -1.660 5.097 -0.955
C -2.642 4.783 -2.114
C -0.903 -0.223 -1.315
C 3.391 -4.458 3.081
C -4.550 -0.968 -2.402
C -1.947 -2.095 -2.429
C 4.378 3.390 -1.820
C 3.710 3.112 -0.502
C -2.115 0.117 3.338
C 0.376 -4.193 -4.284
C 0.615 -0.377 2.020
C 1.165 4.721 1.832
C 2.474 2.571 1.931
C 1.421 -2.989 2.655
C 3.553 1.780 1.520
C -0.668 -4.202 -3.156
C -0.372 4.428 -1.287
C 0.372 -2.215 -1.993
C 1.858 -2.391 1.474
C -0.241 -5.208 -2.075
C 0.279 -0.976 -1.386
C -2.066 -0.835 -1.853
C -3.416 -0.112 -1.835
C 2.686 3.921 -0.038
C 1.858 -4.413 2.983
C 0.140 -0.955 3.201
C 0.571 -2.252 3.477
H 1.336 -2.711 -2.019
H -2.776 -4.738 -2.981
H 4.356 -0.194 1.843
H -2.805 0.675 3.974
H -3.523 5.407 -1.964
H 0.435 -5.180 -4.746
H -4.744 0.862 -0.432
H 0.882 4.893 -4.293
H 2.406 4.793 -0.615
H 0.299 -5.315 1.764
H -1.914 -0.455 5.953
H 1.802 5.426 2.367
H 0.744 -4.964 -1.676
H 3.745 -3.786 3.865
H 4.465 2.475 -2.408
H -0.955 -5.208 -1.250
H -1.729 6.013 -3.664
H 1.824 -5.083 0.899
H 3.863 -4.167 2.141
H 0.031 5.937 -2.451
H -0.345 -1.256 5.966
H 3.367 0.412 3.178
H 5.387 3.774 -1.664
H -2.976 4.925 -4.210
H 0.101 -3.469 -5.053
H -1.912 0.711 2.447
H 3.721 -5.470 3.323
H -4.237 1.667 -2.780
H 0.947 3.340 -3.463
H 1.598 -4.297 5.148
H -2.609 -0.805 3.025
H 0.477 4.285 2.559
H -2.842 -2.551 -2.822
H -0.200 -6.216 -2.494
H -3.965 -0.588 0.214
H -2.964 3.749 -2.012
H -5.483 -0.404 -2.344
H -2.060 4.732 -0.010
H 0.797 0.900 5.061
H -1.880 -5.646 -4.193
H 0.218 -2.715 4.385
H 0.184 -4.936 4.281
H -1.497 6.175 -0.884
H 0.594 5.293 1.099
H -1.705 -1.962 5.066
H -2.528 1.791 -2.285
H 1.622 -5.930 4.488
H -1.095 3.899 -5.115
H 1.369 -3.936 -3.913
H -0.051 1.809 3.792
H 4.977 1.445 -0.037
H -1.366 2.973 -3.653
H -3.039 0.910 0.052
H -4.683 -1.888 -1.831
H -2.345 -3.979 -4.529
H 1.674 -6.379 2.088
H 3.820 4.125 -2.398
H -2.971 0.862 -3.726
H 2.496 -2.921 0.777
H -4.383 -1.219 -3.450
H 4.995 1.049 2.916
H -0.809 1.569 5.368
H 2.083 2.429 2.932
*
```

No. 2
The following is a quantum chemistry calculation of 5 unconnected molecules or ions with the total composition C43H63F4INO15, from the OMol25 dataset.

## Properties
HOMO   -11.392 eV
LUMO level   -3.57 eV
Frontier orbital gap   0.2875 hartree

ORCA input file:
```
! RIJCOSX wB97M-V def2-TZVPD def2/J DEFGRID3
* xyz 1 1
I -0.836 0.609 1.154
F 6.880 -4.000 -3.292
F -8.121 -6.594 -1.695
F -5.274 11.117 -3.183
F -3.898 -1.670 -0.952
O -3.465 10.278 -4.219
O -4.839 -5.808 -2.285
O -5.807 -4.733 1.612
O 5.171 2.163 3.717
O 2.158 4.143 2.689
O 5.270 -2.619 -2.552
O -4.051 -7.829 -2.931
O 4.170 2.445 5.751
O 5.928 -2.425 -0.406
O -4.279 -3.143 2.116
O 3.958 -1.526 -1.068
O -4.465 8.649 -5.416
O -2.208 8.798 -5.379
O -5.174 -3.228 0.047
O -6.187 -7.616 -2.215
N 1.458 -1.610 1.403
C -1.766 5.735 -4.880
C 1.244 -0.108 1.340
C 1.946 -4.244 3.594
C 1.513 1.753 3.391
C 6.869 -3.267 -1.062
C -4.557 -1.964 0.193
C 4.960 -2.137 -1.320
C 3.346 -0.729 4.477
C -0.707 -6.778 6.753
C 0.124 -5.946 5.657
C 0.631 -2.493 0.520
C -6.139 -5.354 -1.934
C -0.087 3.102 -4.195
C 1.122 -2.277 -1.004
C -2.349 4.258 -5.135
C 2.194 -4.237 5.149
C 0.734 -5.134 3.127
C 0.763 -0.615 -3.072
C -0.387 4.450 2.374
C 0.045 -1.570 -1.960
C 4.169 -0.199 1.865
C -3.279 9.203 -5.035
C 1.310 -5.057 6.150
C -0.242 0.436 -3.748
C 4.674 0.011 4.984
C -1.239 3.112 -5.312
C 3.009 -0.549 2.917
C -5.482 9.329 -4.694
C -5.146 -3.790 1.289
C -4.944 -7.148 -2.518
C 2.422 -1.943 2.289
C -0.197 1.916 -3.120
C -0.149 -5.954 4.131
C 2.864 -3.451 2.556
C 4.712 1.586 4.724
C 1.609 0.237 2.880
C -3.601 -2.181 1.322
C 0.928 4.624 3.283
C -6.791 -6.603 -1.436
C 6.649 -2.929 -2.501
C -0.599 6.186 -5.896
C -4.825 10.631 -4.365
C 2.073 2.762 2.277
H 0.087 6.917 -5.316
H 1.518 2.689 1.276
H 1.802 0.433 0.506
H 3.930 -3.446 2.992
H 4.336 -1.132 1.201
H 0.075 5.336 -6.249
H -0.818 5.501 2.149
H 7.231 -2.074 -2.857
H 0.813 -0.396 3.435
H -5.743 8.751 -3.803
H 3.159 2.430 2.054
H 1.092 -1.337 -3.917
H 7.887 -3.051 -0.733
H 3.898 0.641 1.126
H -0.498 -2.366 0.670
H 0.431 -5.239 2.022
H -3.121 4.053 -4.313
H -1.801 2.110 -5.379
H -4.925 11.395 -5.141
H -1.106 2.045 -2.422
H 6.641 -4.312 -0.834
H 3.498 -1.852 4.677
H -6.632 -4.945 -2.821
H 1.737 -0.148 -2.680
H 1.072 5.763 3.430
H -1.033 6.790 -6.779
H 0.033 0.536 -4.869
H -1.235 -7.696 6.332
H -0.016 4.084 -3.591
H 2.458 -0.424 5.154
H 0.848 -3.602 0.769
H 2.006 1.904 4.427
H -6.622 -6.805 -0.374
H 4.787 -0.136 6.128
H -0.997 -6.607 3.704
H 0.791 4.211 4.357
H 3.052 -3.648 5.633
H -2.928 4.311 -6.137
H 2.044 -1.587 -0.978
H -1.434 -6.051 7.263
H -6.378 9.456 -5.304
H 1.476 -3.283 -1.448
H 1.514 -5.076 7.283
H 2.896 -4.075 1.591
H 0.735 1.989 -2.445
H -5.319 -1.204 0.388
H -3.412 -1.268 1.889
H 0.062 -7.062 7.569
H 3.798 1.821 6.427
H -0.214 3.962 1.359
H -0.759 -0.965 -1.421
H -0.518 -2.379 -2.567
H -1.468 5.874 -3.773
H 5.614 -0.481 4.530
H 0.387 1.960 3.574
H -2.646 6.463 -5.045
H -0.764 3.275 -6.352
H -1.196 3.928 3.007
H 0.920 3.036 -4.765
H -1.308 0.027 -3.701
H -2.644 -2.593 0.990
H 5.183 0.046 2.320
H -6.089 -4.577 -1.171
*
```

No. 3
The following is a quantum chemistry calculation of a molecular structure, C43H64Br42Cl2N2O2P, from the OMol25 dataset.

## Properties
HOMO   -10.916 eV
LUMO level   -4.51 eV
Frontier orbital gap   0.2354 hartree

ORCA input file:
```
! RIJCOSX wB97M-V def2-TZVPD def2/J DEFGRID3
* xyz 1 1
Br 6.786 6.399 3.461
Br 8.567 -1.891 8.088
Br -10.506 1.115 -1.893
Br -6.550 -2.740 -8.361
Br 5.288 -6.140 -4.719
Br -11.110 4.051 -0.823
Br -13.117 -1.934 -1.822
Br -9.934 -7.262 0.064
Br -15.342 -0.498 -0.034
Br 11.967 -10.752 13.821
Br 6.139 3.385 2.638
Br 2.702 -4.873 -6.098
Br 10.794 -6.273 9.772
Br 8.145 -0.449 -5.761
Br -1.908 -1.393 -5.574
Br -8.030 -1.932 -5.650
Br 12.818 -5.298 7.508
Br -0.080 -0.850 -3.011
Br 12.277 -10.659 10.645
Br -15.671 -0.604 -3.206
Br -1.495 1.593 -4.499
Br 10.600 0.054 6.575
Br 3.183 -4.501 -2.963
Br -7.764 -6.271 -2.054
Br 4.235 4.921 4.690
Br -8.003 7.392 -1.640
Br -10.536 8.792 -2.990
Br -10.173 8.868 0.181
Br 8.159 -4.920 -8.019
Br -16.709 4.581 0.509
Br -14.101 6.396 0.195
Br -7.589 0.249 -7.948
Br 5.496 -2.139 -5.186
Br 10.948 -3.795 -6.938
Br -8.655 -4.351 0.342
Br 10.352 -6.931 -6.858
Br 10.377 -3.010 5.713
Br 12.047 -3.345 9.935
Br 13.066 -8.115 12.401
Br -13.311 2.490 -2.531
Br -13.951 3.642 1.814
Br 8.267 -3.037 -3.888
Cl -5.038 1.165 -4.893
Cl -7.762 1.930 -3.690
P -9.570 -2.121 1.793
O -6.091 2.309 0.391
O -4.638 0.806 -0.349
N -10.390 -0.981 2.507
N -9.067 -1.479 -0.915
C 3.176 3.379 0.362
C 3.437 -5.650 -4.492
C 4.431 3.726 -0.494
C -8.484 -0.879 -1.941
C 8.802 -0.635 -0.292
C -6.940 0.169 -0.443
C -0.709 -0.158 -4.696
C 7.720 -2.544 1.168
C -5.642 0.307 -3.501
C 11.906 -9.647 12.243
C 9.599 -5.160 -6.754
C 0.143 3.467 1.540
C -4.787 -0.821 -2.959
C -1.249 3.983 1.977
C -6.810 0.636 -2.950
C 9.055 -1.252 2.934
C -5.651 2.355 1.773
C 1.839 3.537 -0.410
C 7.698 2.126 -1.599
C 7.651 -1.481 2.293
C 8.885 -0.155 -1.783
C 7.409 -2.194 -5.400
C 10.253 -1.750 7.163
C -11.431 2.776 -2.227
C -14.788 4.601 0.363
C -8.679 -1.307 0.363
C 5.405 5.087 3.165
C 8.147 -2.028 -0.243
C 12.319 -5.169 9.369
C -14.995 -1.500 -1.642
C -8.367 -6.192 -0.229
C -5.780 1.096 -0.155
C 6.694 2.439 -0.471
C -7.601 -0.492 0.605
C -4.859 3.624 2.109
C -3.710 3.922 1.129
C -6.890 -1.330 -7.096
C 0.744 4.292 0.363
C -7.394 -0.027 -1.748
C -2.405 3.108 1.409
C -9.862 7.868 -1.438
C 7.575 0.641 -2.074
C 5.213 2.460 -0.986
H 7.190 -0.537 1.973
H 4.740 1.533 -0.640
H 9.173 -5.052 -5.765
H 0.107 2.407 1.243
H 0.847 3.572 2.379
H -8.624 -2.634 2.712
H 11.026 -2.007 7.872
H 9.003 -0.992 -2.484
H 2.888 -6.562 -4.300
H -5.939 -1.059 -6.655
H -8.861 -1.043 -2.948
H -3.914 -0.907 -3.621
H -7.316 -0.359 1.649
H -4.446 3.482 3.120
H 9.670 -0.608 2.297
H -14.534 4.079 -0.549
H 9.839 -0.666 0.074
H 8.333 -3.383 1.520
H 7.592 2.822 -2.442
H -1.280 3.898 3.076
H 7.615 -2.808 -6.267
H 5.110 4.422 0.016
H 8.251 0.147 0.239
H 7.336 -2.081 -0.985
H 3.270 2.312 0.618
H 10.895 -9.272 12.156
H 7.309 0.595 -3.140
H 4.115 4.245 -1.412
H -3.442 4.980 1.284
H 8.916 -2.730 -0.613
H -5.537 4.488 2.156
H 3.152 3.912 1.324
H 6.733 1.686 0.331
H -4.394 -0.638 -1.955
H 13.151 -5.552 9.945
H 4.802 5.441 2.340
H 6.737 0.175 -1.529
H 8.955 -0.774 3.917
H -15.527 -2.438 -1.557
H 2.036 4.098 -1.336
H 9.733 0.537 -1.890
H -3.992 3.840 0.073
H -10.479 -3.090 1.353
H -2.045 2.771 0.423
H 5.239 2.467 -2.085
H -9.869 -2.080 -1.097
H -0.089 4.576 -0.300
H 9.489 -2.251 3.054
H 1.164 5.211 0.806
H -6.562 2.362 2.396
H -5.070 1.480 2.094
H 1.421 2.561 -0.705
H -11.021 3.191 -3.139
H -1.375 5.043 1.724
H 6.982 3.391 -0.008
H -7.577 -6.594 0.392
H -5.301 -1.792 -3.013
H -11.383 -1.200 2.483
H 8.711 2.261 -1.188
H 7.035 -1.905 3.103
H -2.605 2.260 2.074
H -10.418 6.944 -1.353
H 6.696 -2.944 1.065
H 0.154 -0.049 -5.338
*
```